Model a:
The following is a DFT calculation (ωB97M-V/def2-TZVPD) of a cluster of 2 separate species, C2H2N2O4 in total.

Properties
Structure (SMILES): O=[N+]([O-])C#[N+][O-].C=O
Highest occupied orbital energy: -10.36 eV
Multiplicity: 1
HOMO-LUMO gap: 9.11 eV

```
10
C2H2N2O4, DFT ωB97M-V/def2-TZVPD
O -2.59 1.70 0.79
N -2.90 0.95 -0.11
O -2.60 1.09 -1.26
C -3.78 -0.10 0.22
N -3.84 -1.25 -0.06
O -4.13 -2.38 -0.14
C 0.01 0.58 1.11
O -0.55 -0.24 0.44
H 0.98 0.28 1.59
H -0.57 1.48 1.17
```


Model b:
The following is a DFT calculation (ωB97M-V/def2-TZVPD) of the molecule C2H2N2O4.

Properties
Structure (SMILES): Nn1oc(=O)oc1=O
Highest occupied orbital energy: -10.91 eV
Multiplicity: 1
HOMO-LUMO gap: 10.74 eV

```
10
C2H2N2O4, DFT ωB97M-V/def2-TZVPD
N -1.28 -1.05 0.53
N -0.45 -0.48 -0.58
O 1.10 -0.90 -0.73
C 1.72 0.10 -0.12
O 2.90 0.12 0.28
O 1.00 1.33 0.06
C -0.17 0.98 -0.33
O -1.14 1.65 -0.26
H -1.74 -0.14 1.11
H -1.95 -1.61 0.04
```


Model c:
The following is a DFT calculation (ωB97M-V/def2-TZVPD) of a cluster of 2 separate species, C2H2N2O4 in total.

Properties
Structure (SMILES): [H]/N=C\[N+](=O)[O-].O=C=O
Highest occupied orbital energy: -11.36 eV
Multiplicity: 1
HOMO-LUMO gap: 10.57 eV

```
10
C2H2N2O4, DFT ωB97M-V/def2-TZVPD
H 1.52 -1.02 0.00
N 1.11 -0.73 -0.92
C 0.86 0.47 -0.77
N 0.97 1.10 0.58
O 1.45 0.36 1.39
O 0.65 2.23 0.73
H 0.43 0.98 -1.63
O -1.63 -0.56 0.92
C -2.33 -1.14 0.20
O -3.02 -1.70 -0.50
```


Which structure loses on stability? model a does.


Model a:
The following is a DFT calculation (ωB97M-V/def2-TZVPD) of a cluster of 2 separate species, C2H2N2O4 in total.

Properties
Structure (SMILES): O=C[N+](=O)[O-].C#[N+][O-]
Highest occupied orbital energy: -11.00 eV
Multiplicity: 1
HOMO-LUMO gap: 9.58 eV

```
10
C2H2N2O4, DFT ωB97M-V/def2-TZVPD
O 0.39 -1.60 0.73
C 0.65 -0.44 0.83
N 1.22 0.21 -0.30
O 1.84 1.20 -0.02
O 1.20 -0.27 -1.41
H 0.70 0.40 1.68
C -1.15 0.63 -0.17
N -1.64 -0.32 -0.58
O -1.87 -1.45 -0.72
H -1.34 1.64 -0.04
```


Model b:
The following is a DFT calculation (ωB97M-V/def2-TZVPD) of a cluster of 2 separate species, C2H2N2O4 in total.

Properties
Highest occupied orbital energy: -9.70 eV
Multiplicity: 1
HOMO-LUMO gap: 8.87 eV

```
10
C2H2N2O4, DFT ωB97M-V/def2-TZVPD
C 0.18 0.75 1.06
C 0.25 -1.01 -0.29
H -0.31 0.95 3.09
H -1.55 -0.77 -2.49
N -0.34 1.05 -0.12
N 0.25 0.11 -1.04
O -0.12 1.41 2.17
O -0.74 0.38 -2.15
O 0.20 -2.19 -0.69
O 0.65 -0.44 1.03
```


Which structure loses on stability? model a does.


Model a:
The following is a DFT calculation (ωB97M-V/def2-TZVPD) of the molecule C3H4N4O2.

Properties
Structure (SMILES): N/N=C1\N=CO\C1=N/O
Highest occupied orbital energy: -8.05 eV
Multiplicity: 1
HOMO-LUMO gap: 8.19 eV

```
13
C3H4N4O2, DFT ωB97M-V/def2-TZVPD
N 0.28 0.44 2.67
N 0.32 0.83 1.41
C -0.08 0.01 0.50
N -0.72 -1.22 0.62
C -0.95 -1.59 -0.55
O -0.46 -0.83 -1.54
C 0.14 0.24 -0.92
N 0.80 1.16 -1.54
O 0.77 1.01 -2.89
H 0.21 1.19 3.31
H -0.30 -0.41 2.83
H -1.62 -2.45 -0.78
H 1.63 1.62 -3.11
```


Model b:
The following is a DFT calculation (ωB97M-V/def2-TZVPD) of the molecule C3H4N4O2.

Properties
Structure (SMILES): Cn1ncnc1[N+](=O)[O-]
Highest occupied orbital energy (spin up / spin down): -9.56 / -9.56 eV
Multiplicity: 1
HOMO-LUMO gap (spin up / spin down): 8.56 / 8.56 eV

```
13
C3H4N4O2, DFT ωB97M-V/def2-TZVPD
C 0.48 -0.16 0.90
N -0.59 0.05 0.06
N -0.76 0.96 -0.84
C -1.82 0.72 -1.61
N -2.51 -0.32 -1.20
C -1.96 -0.93 -0.24
N -2.09 -2.17 0.48
O -3.15 -2.76 0.49
O -1.06 -2.52 1.05
H 0.00 -0.19 1.89
H 0.94 -1.23 0.67
H 1.23 0.64 0.77
H -2.11 1.43 -2.30
```


Which structure loses on stability? model b does.


Model a:
The following is a DFT calculation (ωB97M-V/def2-TZVPD) of a structure of composition ClH18O9.

Properties
Highest occupied orbital energy: -5.49 eV
Charge: -1
Multiplicity: 1
HOMO-LUMO gap: 8.74 eV

```
28
ClH18O9, DFT ωB97M-V/def2-TZVPD
Cl -0.08 0.10 0.11
O 1.25 -1.01 1.84
H 1.89 -0.31 1.93
H 0.51 -0.60 1.40
O 2.48 0.53 1.26
H 2.99 1.32 1.05
H 1.73 0.57 0.66
O -0.90 1.52 -1.77
H -1.50 2.10 -1.29
H -0.33 1.16 -1.10
O -0.48 -1.19 -1.93
H -0.59 -0.69 -1.12
H 0.19 -1.84 -1.71
O -2.83 0.74 -0.31
H -2.82 0.84 0.64
H -1.94 0.44 -0.53
O -0.81 1.53 1.76
H -0.49 0.99 2.48
H -0.65 1.00 0.97
O -1.98 -1.53 0.68
H -1.13 -1.15 0.48
H -2.38 -1.69 -0.17
O 1.83 0.96 -0.96
H 0.99 0.57 -0.74
H 1.62 1.88 -1.13
O 1.05 -2.01 -1.20
H 1.33 -2.84 -0.81
H 1.04 -1.39 -0.47
```


Model b:
The following is a DFT calculation (ωB97M-V/def2-TZVPD) of a cluster of 10 separate species, ClH18O9 in total.

Properties
Highest occupied orbital energy: -4.90 eV
Charge: -1
Multiplicity: 1
HOMO-LUMO gap: 7.37 eV

```
28
ClH18O9, DFT ωB97M-V/def2-TZVPD
Cl -14.40 -8.58 -10.21
O -10.11 -7.92 -7.23
H -10.91 -8.26 -7.63
H -10.15 -6.98 -7.37
O -13.16 -13.09 -8.60
H -13.21 -12.24 -9.04
H -12.24 -13.33 -8.64
O -16.09 -5.03 -6.35
H -16.27 -4.26 -6.88
H -16.11 -5.76 -6.96
O -19.57 -10.08 -10.64
H -18.64 -9.99 -10.87
H -19.92 -10.68 -11.30
O -11.10 -4.43 -10.51
H -11.82 -5.04 -10.34
H -11.48 -3.56 -10.38
O -13.70 -12.56 -13.09
H -12.81 -12.40 -13.40
H -14.00 -11.71 -12.78
O -17.20 -9.44 -6.26
H -16.85 -9.26 -7.13
H -16.72 -10.21 -5.96
O -12.92 -7.35 -15.25
H -13.31 -6.52 -15.55
H -13.05 -7.35 -14.30
O -17.11 -6.16 -14.21
H -16.50 -6.73 -13.73
H -16.59 -5.86 -14.96
```


Model c:
The following is a DFT calculation (ωB97M-V/def2-TZVPD) of a cluster of 10 separate species, ClH18O9 in total.

Properties
Highest occupied orbital energy: -7.36 eV
Charge: -1
Multiplicity: 1
HOMO-LUMO gap: 10.32 eV

```
28
ClH18O9, DFT ωB97M-V/def2-TZVPD
Cl -9.71 -4.48 -4.08
O -12.18 -5.99 -5.52
H -12.31 -5.57 -6.37
H -11.49 -5.46 -5.07
O -9.43 -5.75 -7.53
H -9.51 -5.79 -6.57
H -10.20 -5.26 -7.82
O -9.67 -0.99 -4.26
H -9.64 -1.94 -4.48
H -9.89 -0.57 -5.10
O -12.48 -2.75 -2.56
H -11.81 -2.76 -1.85
H -12.07 -3.25 -3.27
O -10.22 -2.61 -6.94
H -9.45 -2.10 -7.19
H -9.94 -3.12 -6.17
O -10.07 -7.11 -1.82
H -10.19 -6.16 -1.93
H -10.20 -7.47 -2.70
O -6.40 -4.99 -4.45
H -7.33 -5.00 -4.15
H -6.25 -5.87 -4.80
O -10.22 -3.36 -0.64
H -10.02 -3.92 -1.40
H -9.51 -2.71 -0.67
O -7.60 -3.16 -1.97
H -6.90 -2.69 -2.44
H -8.19 -3.49 -2.69
```


Which structure loses on stability? model a does.


Model a:
The following is a DFT calculation (ωB97M-V/def2-TZVPD) of the molecule C5H10ClN.

Properties
Structure (SMILES): C/C=N/C(C)(C)Cl
Highest occupied orbital energy: -9.62 eV
Multiplicity: 1
HOMO-LUMO gap: 10.53 eV

```
17
C5H10ClN, DFT ωB97M-V/def2-TZVPD
C -1.56 0.17 -2.40
C -1.07 0.41 -1.06
N -0.01 -0.13 -0.66
C 0.53 0.15 0.88
C 2.07 0.32 0.76
C -0.08 -0.99 1.71
Cl -0.04 1.74 1.58
H -0.90 -0.74 -2.83
H -1.39 1.08 -3.03
H -2.53 -0.29 -2.20
H -1.72 1.11 -0.47
H 2.26 0.61 -0.34
H 2.63 -0.69 0.97
H 2.47 1.10 1.30
H 0.21 -0.93 2.71
H -1.12 -0.94 1.79
H 0.24 -1.97 1.28
```


Model b:
The following is a DFT calculation (ωB97M-V/def2-TZVPD) of a cluster of 2 separate species, C5H10ClN in total.

Properties
Highest occupied orbital energy (spin up / spin down): -8.08 / -7.93 eV
Multiplicity: 1
HOMO-LUMO gap (spin up / spin down): 8.36 / 7.88 eV

```
17
C5H10ClN, DFT ωB97M-V/def2-TZVPD
C 0.80 1.07 1.82
C -0.88 -1.28 0.16
C 0.82 -0.41 -1.73
C -0.57 1.09 -0.32
C -0.44 -0.26 -0.85
N 1.48 0.05 2.02
Cl 0.30 2.45 2.66
H -0.22 -1.11 0.99
H -1.26 -2.29 -0.29
H -1.86 -0.91 0.59
H 0.53 -0.04 -2.74
H 1.54 0.24 -1.28
H 1.19 -1.43 -1.80
H -0.09 1.98 -0.77
H -1.66 1.31 0.03
H -1.29 -0.26 -1.56
H 1.62 -0.22 3.06
```


Which structure loses on stability? model b does.


Model a:
The following is a DFT calculation (ωB97M-V/def2-TZVPD) of a structure of composition C9H11NO.

Properties
Highest occupied orbital energy: -8.28 eV
Multiplicity: 1
HOMO-LUMO gap: 8.93 eV

```
22
C9H11NO, DFT ωB97M-V/def2-TZVPD
C 1.13 2.07 -0.05
C 1.81 1.27 -1.03
C 1.31 -0.10 -1.24
C 0.10 -0.65 -0.72
C -0.68 -1.97 -1.13
C -1.15 -2.71 0.12
C -1.14 -0.69 1.47
C -0.36 0.19 0.46
C 0.11 1.45 0.59
H 0.39 3.59 0.81
H 2.65 1.57 -1.73
H 1.60 -0.82 -2.00
H -1.57 -1.75 -1.64
H -0.07 -2.72 -1.86
H -1.70 -3.55 -0.19
H -0.29 -2.87 0.67
H -2.50 -2.32 1.32
H -1.94 -0.15 2.43
H -0.46 -1.38 2.03
H -0.16 2.37 1.35
N -2.06 -1.68 0.68
O 1.45 3.34 0.40
```


Model b:
The following is a DFT calculation (ωB97M-V/def2-TZVPD) of the molecule C9H11NO.

Properties
Structure (SMILES): C[C@@H]1C=CC=C/C1=C1/CON1
Highest occupied orbital energy: -7.67 eV
Multiplicity: 1
HOMO-LUMO gap: 8.01 eV

```
22
C9H11NO, DFT ωB97M-V/def2-TZVPD
C 1.84 1.34 -1.05
C 0.91 0.84 0.18
C 1.69 0.06 1.11
C 1.84 -1.24 0.86
C 1.18 -1.93 -0.25
C 0.14 -1.30 -0.87
C -0.37 -0.05 -0.23
C -1.73 0.06 -0.10
C -2.73 1.12 0.38
O -3.77 0.07 0.17
N -2.77 -0.88 -0.18
H 2.56 2.07 -0.55
H 1.18 1.81 -1.84
H 2.38 0.46 -1.35
H 0.47 1.72 0.74
H 1.93 0.56 1.95
H 2.58 -1.81 1.38
H 1.44 -2.94 -0.44
H -0.45 -1.73 -1.71
H -2.80 1.28 1.51
H -2.74 2.09 -0.19
H -2.77 -1.61 0.50
```


Which structure loses on stability? model b does.